Record 1
{
  "formula": "C10H16NO",
  "method": "ωB97M-V/def2-TZVPD",
  "charge": 1,
  "spin_multiplicity": 1,
  "homo_energy_ev": [-10.41, -12.30],
  "e_lumo_ha": [-0.16586, -0.12175],
  "e_tot_ev": -14153.1527,
  "e_above_lowest_kcal_mol": 129.3,
  "species": ["C", "C", "C", "C", "C", "C", "C", "C", "C", "C", "N", "O", "H", "H", "H", "H", "H", "H", "H", "H", "H", "H", "H", "H", "H", "H", "H", "H"],
  "xyz": [[2.83257, -1.56042, -0.13021], [1.74364, -1.47862, -0.99545], [-2.60291, -1.92211, 0.11025], [-1.54451, -1.74069, 0.95520], [3.01224, -0.62270, 0.97321], [2.35895, 0.79409, 0.59952], [0.88524, -0.38287, -0.92832], [0.94686, 0.62828, 0.23930], [-1.79913, -0.74673, -0.07825], [-3.24221, 1.16912, -0.75098], [-2.32798, 0.60079, 0.28969], [0.39304, 1.91122, -0.03081], [3.58539, -2.31278, -0.02503], [1.51488, -2.08580, -1.76969], [-3.50577, -2.51294, -0.22404], [-0.85224, -2.06649, 1.73627], [2.67453, -0.93272, 1.94666], [4.15293, -0.46440, 1.15885], [2.35788, 1.42884, 1.43702], [2.94835, 1.22310, -0.22163], [0.19337, -0.15798, -1.61239], [0.39124, 0.28184, 1.10284], [-3.40746, 0.65624, -1.67485], [-4.19587, 0.95554, -0.35044], [-2.96590, 2.23723, -0.91665], [-2.89599, 0.60324, 1.19468], [-1.61693, 1.25355, 0.28392], [1.08301, 2.59863, -0.17142]],
  "forces_ev_per_a": [[-1.0, -0.8, 0.3], [0.9, 2.6, 2.5], [0.7, -0.6, 1.3], [-1.7, -0.4, -1.9], [1.8, 3.4, -0.2], [1.9, -2.0, 0.6], [1.5, 0.5, 3.7], [0.4, -0.6, -1.5], [0.0, -0.5, 1.1], [-0.5, 1.0, 0.1], [-2.5, -1.3, -0.6], [-0.5, 0.7, -0.6], [-0.1, -0.9, -1.0], [0.0, -2.3, -2.3], [1.4, 0.7, 0.5], [-0.5, 0.0, -0.4], [-0.5, -0.5, 0.4], [-1.9, -0.2, -0.4], [0.6, 1.0, 1.2], [-0.3, 0.0, 0.1], [-2.4, 0.5, -2.9], [-0.1, -0.4, 0.3], [1.4, -0.7, -0.7], [-1.4, 1.0, 0.6], [-0.7, -0.9, 0.2], [1.4, 0.0, -1.1], [2.7, 1.7, 0.8], [-0.6, -0.9, 0.1]]
}



Record 2
{
  "formula": "C10H16NOS",
  "method": "ωB97M-V/def2-TZVPD",
  "charge": 1,
  "smiles": "CC[S@@](=O)(c1ccccc1)=[N+](C)C",
  "spin_multiplicity": 1,
  "homo_energy_ev": -13.33,
  "e_lumo_ha": -0.12143,
  "e_tot_ev": -24992.4075,
  "e_above_lowest_kcal_mol": 41.5,
  "species": ["C", "C", "S", "O", "C", "C", "C", "C", "C", "C", "N", "C", "C", "H", "H", "H", "H", "H", "H", "H", "H", "H", "H", "H", "H", "H", "H", "H", "H"],
  "xyz": [[-0.62459, 2.46876, 1.28577], [-1.33584, 1.21685, 0.90149], [-0.48799, 0.49725, -0.55691], [-0.70072, 1.33658, -1.64946], [1.26985, 0.39345, -0.21764], [1.64345, 0.25812, 1.12916], [3.01818, 0.43266, 1.41514], [3.92279, 0.66190, 0.44918], [3.43538, 0.71480, -0.88841], [2.11616, 0.63669, -1.24894], [-0.95890, -1.07620, -0.82437], [-1.90186, -1.24454, -1.98549], [-0.68845, -2.16121, -0.01861], [0.33176, 2.12943, 1.71258], [-0.42913, 3.17040, 0.43806], [-1.29947, 3.20023, 1.98169], [-2.44389, 1.21832, 0.72121], [-1.15401, 0.46985, 1.68569], [0.91286, -0.02204, 1.83918], [3.40931, 0.16074, 2.45670], [4.91681, 0.82122, 0.79561], [4.04746, 0.90796, -1.73137], [1.94611, 0.64833, -2.38555], [-2.73134, -1.93930, -1.57610], [-2.09857, -0.38980, -2.57906], [-1.40549, -2.05399, -2.56193], [-0.66117, -3.15251, -0.57440], [0.32110, -1.91354, 0.35773], [-1.42681, -2.20362, 0.83085]],
  "forces_ev_per_a": [[-1.0, 3.1, 0.8], [-0.4, -1.6, 0.0], [0.4, -3.0, 2.4], [-0.7, 1.3, -2.6], [-2.6, 0.0, 2.3], [1.8, 0.3, -1.9], [-1.5, -2.0, 3.3], [-0.7, 0.5, -2.2], [1.3, 0.6, 0.7], [1.1, -0.4, -2.2], [-1.4, 4.5, -3.5], [0.3, -4.6, 1.8], [0.8, -1.6, 2.3], [-0.5, 1.0, 0.3], [0.0, -0.8, 0.4], [1.8, -2.2, -1.2], [1.1, 0.2, -0.3], [-0.3, 0.0, -0.1], [-0.4, -0.1, 0.9], [-0.8, 0.9, -1.4], [0.8, 0.0, -0.6], [1.2, 0.0, -0.3], [-0.5, 0.2, 2.2], [0.3, 2.1, -0.6], [-0.5, 0.7, -0.1], [0.1, 0.9, -0.4], [0.0, 1.4, 0.5], [-0.3, -1.0, 0.4], [0.7, -0.5, -0.6]]
}



Record 3
{
  "formula": "C10H16NP",
  "method": "ωB97M-V/def2-TZVPD",
  "charge": 0,
  "smiles": "[H]/P=C\\CCCC(=C=CN=C)CC",
  "spin_multiplicity": 1,
  "homo_energy_ev": -7.73,
  "e_lumo_ha": 0.01918,
  "e_tot_ev": -21402.1306,
  "e_above_lowest_kcal_mol": 121.2,
  "species": ["H", "P", "C", "C", "C", "C", "C", "C", "C", "N", "C", "C", "C", "H", "H", "H", "H", "H", "H", "H", "H", "H", "H", "H", "H", "H", "H", "H"],
  "xyz": [[-0.08836, 2.43209, -1.62669], [-0.25064, 1.18385, -2.30009], [-1.50848, 0.63169, -1.36545], [-2.13758, 1.64568, -0.39508], [-1.06354, 1.87966, 0.77090], [-0.68370, 0.55585, 1.37128], [0.55902, -0.16689, 0.79322], [0.19596, -0.81915, -0.25516], [0.12672, -1.64818, -1.22240], [-0.22157, -1.48693, -2.60954], [0.46334, -1.99789, -3.52693], [1.85468, -0.07067, 1.55028], [2.05155, -0.98720, 2.78886], [-2.06751, -0.28703, -1.40865], [-2.96346, 1.08981, -0.02825], [-2.45666, 2.55425, -1.02807], [-1.58572, 2.32133, 1.65211], [-0.23745, 2.49807, 0.39318], [-1.50535, -0.11582, 1.37491], [-0.55253, 0.71316, 2.44517], [-0.22944, -2.65631, -1.02043], [-0.05638, -2.12685, -4.51121], [1.48778, -2.30114, -3.39603], [2.73301, -0.10553, 0.82663], [1.77300, 0.96828, 1.89552], [1.25507, -0.95279, 3.54434], [3.03086, -0.77084, 2.99362], [2.07738, -1.98048, 2.29397]],
  "forces_ev_per_a": [[-0.2, 0.0, -0.1], [0.2, -0.1, -1.1], [-0.8, 2.4, -0.2], [1.8, 0.4, -0.8], [-2.5, 0.6, -0.2], [2.0, -0.3, 1.2], [-2.0, 0.2, 1.4], [2.5, 0.2, 0.8], [-1.3, -2.4, -2.7], [-0.1, -0.1, 0.9], [-0.8, 0.0, -1.0], [-0.1, 1.4, -0.9], [-2.1, -1.2, -3.4], [0.4, -0.3, -0.6], [-1.2, 0.3, 0.9], [0.4, -1.2, 1.5], [0.3, 0.7, -1.0], [-0.2, -0.2, 0.5], [-1.0, -0.6, -0.4], [0.5, 0.0, 0.1], [0.5, -0.2, 0.6], [0.9, 0.4, 0.7], [0.4, -0.5, 0.0], [-1.0, -0.3, 1.1], [0.6, 0.1, 0.1], [0.7, 0.3, -0.1], [2.3, 0.4, 1.9], [-0.2, 0.1, 0.9]]
}



Record 4
{
  "formula": "C10H16NS",
  "method": "ωB97M-V/def2-TZVPD",
  "s_squared": 2.028,
  "charge": 1,
  "spin_multiplicity": 3,
  "homo_energy_ev": [-10.66, -12.21],
  "e_lumo_ha": [-0.14010, -0.27065],
  "e_tot_ev": -22943.1753,
  "e_above_lowest_kcal_mol": 9.0,
  "species": ["C", "C", "C", "C", "C", "C", "C", "C", "C", "C", "N", "S", "H", "H", "H", "H", "H", "H", "H", "H", "H", "H", "H", "H", "H", "H", "H", "H"],
  "xyz": [[-0.22755, 2.07605, -2.11373], [-0.19857, 1.39015, -0.86244], [-0.10691, 1.22552, -3.22831], [-0.07850, -0.01154, -1.04023], [0.23968, -0.29403, 1.51097], [0.19243, -0.94224, -0.00264], [-0.18172, -0.27444, 2.93407], [0.30695, -2.41745, -0.21038], [-1.21217, -1.16202, 3.65590], [0.49596, 0.84066, 3.67116], [2.58802, 1.91758, -3.67634], [0.05981, -0.40867, -2.71191], [-0.27628, 3.07563, -2.26017], [-0.35338, 1.93214, 0.07628], [-0.24060, 1.43165, -4.31533], [0.82257, 0.67004, 1.35400], [0.99804, -2.55922, -1.02621], [-0.63378, -2.80821, -0.53797], [0.68538, -2.78207, 0.68980], [-0.74191, -1.55790, 4.48649], [-1.74084, -1.89741, 3.01685], [-2.04645, -0.57193, 3.99514], [-0.18887, 1.23597, 4.44453], [0.70649, 1.68952, 2.97787], [1.41810, 0.48613, 4.15026], [3.60336, 1.81567, -3.75445], [2.32124, 2.35095, -2.79086], [2.24113, 2.38470, -4.53199]],
  "forces_ev_per_a": [[0.3, -3.8, 0.3], [-0.5, 1.5, -1.7], [-0.6, 0.0, 0.7], [1.3, 0.0, 1.7], [0.3, 1.0, -2.9], [-1.0, 1.3, 3.4], [-0.2, -0.9, -1.8], [-0.3, 2.0, -0.9], [-0.3, 1.1, -3.3], [-1.0, 0.5, 0.1], [0.3, -0.2, -0.6], [-0.3, -0.4, -0.4], [-0.4, 3.0, -0.1], [0.2, -0.5, -0.4], [0.4, 0.0, 1.2], [-0.8, -1.2, 0.1], [0.5, -0.4, -0.2], [-0.6, -0.7, 0.1], [0.4, -1.4, 1.2], [0.8, -1.2, 1.8], [1.0, 0.1, 0.2], [-0.1, 0.8, 0.4], [0.5, -0.3, -0.1], [0.1, -0.7, 0.6], [-0.1, 0.2, 0.0], [-0.6, 0.2, 0.2], [0.3, 0.2, -0.8], [0.3, -0.1, 1.2]]
}



Record 5
{
  "formula": "C10H16O",
  "method": "ωB97M-V/def2-TZVPD",
  "s_squared": 0.762,
  "charge": -1,
  "spin_multiplicity": 2,
  "homo_energy_ev": [0.70, -3.48],
  "e_lumo_ha": [0.14039, 0.13727],
  "e_tot_ev": -12675.3676,
  "e_above_lowest_kcal_mol": 8.4,
  "species": ["C", "C", "H", "H", "H", "H", "H", "H", "C", "C", "C", "C", "C", "C", "C", "C", "O", "H", "H", "H", "H", "H", "H", "H", "H", "H", "H"],
  "xyz": [[-1.57774, 2.56620, -0.22010], [-1.94067, 2.03107, 1.19881], [-2.22739, 2.19929, -1.00080], [-1.52085, 3.66276, -0.23976], [-0.54625, 2.28009, -0.41980], [-2.41292, 2.80911, 1.79802], [-0.95809, 1.89637, 1.65276], [-2.45846, 1.08867, 1.08586], [0.12244, -0.47076, -2.55224], [0.50898, -1.82213, -3.17470], [0.31430, -0.46122, -1.06805], [-0.76362, -0.80436, -0.22841], [1.56194, -0.19521, -0.53539], [-0.57722, -0.85820, 1.21194], [1.76713, -0.27493, 0.87744], [0.64744, -0.45529, 1.69277], [0.81025, -0.35968, 3.08550], [0.75906, 0.25733, -3.07446], [-0.88433, -0.22666, -2.89656], [-0.01712, -2.65493, -2.69742], [-1.67639, -1.10954, -0.72274], [2.36159, 0.15183, -1.18620], [-1.39653, -1.11765, 1.86305], [2.75395, -0.14621, 1.29747], [0.27128, 0.35224, 3.43818], [1.57351, -2.00745, -3.04271], [0.26848, -1.98230, -4.22887]],
  "forces_ev_per_a": [[0.6, 0.5, 0.8], [1.2, 1.1, -1.0], [-0.1, 0.0, -0.2], [-0.4, 0.0, 0.0], [-0.1, -0.4, -0.4], [-0.7, -0.3, 0.0], [-0.3, -0.6, 0.4], [-0.1, 0.0, 0.5], [0.4, -0.3, -1.4], [-0.2, -0.8, 0.2], [-0.2, 0.1, 0.5], [0.2, -0.2, -0.4], [-0.2, 0.0, -0.5], [0.1, 0.4, -0.8], [0.0, 0.6, 0.5], [-0.1, -0.7, 0.3], [0.6, -0.2, 0.4], [0.0, 0.2, 0.4], [-0.3, 0.0, 0.5], [0.0, 0.1, 0.4], [-0.3, -0.1, 0.2], [0.0, -0.1, 0.0], [0.0, 0.1, 0.3], [0.0, 0.2, 0.2], [-0.2, 0.0, -0.3], [0.1, 0.0, 0.0], [0.0, 0.6, -0.2]]
}



Record 6
{
  "formula": "C10H16O",
  "method": "ωB97M-V/def2-TZVPD",
  "charge": 0,
  "smiles": "Cc1ccc(O)cc1.CCC",
  "spin_multiplicity": 1,
  "homo_energy_ev": -8.28,
  "e_lumo_ha": 0.02779,
  "e_tot_ev": -12675.0718,
  "e_above_lowest_kcal_mol": 61.2,
  "species": ["C", "C", "C", "C", "C", "O", "C", "C", "H", "H", "H", "H", "H", "H", "H", "H", "C", "C", "C", "H", "H", "H", "H", "H", "H", "H", "H"],
  "xyz": [[-0.56564, 0.09355, 2.22242], [0.39436, 0.71308, 1.10464], [-0.16176, 1.47502, 0.04334], [0.64655, 2.00120, -0.89258], [2.06921, 1.86747, -0.72497], [2.80066, 2.34180, -1.71730], [2.59331, 1.21495, 0.34623], [1.74678, 0.53487, 1.24212], [-0.60545, -0.99213, 2.22905], [-1.55696, 0.54660, 2.17717], [-0.19545, 0.38715, 3.20983], [-1.23384, 1.73607, 0.16880], [0.31422, 2.38198, -1.85385], [2.28715, 2.53852, -2.56290], [3.70982, 1.19883, 0.61620], [2.04242, -0.00133, 2.23067], [-2.47352, -1.45023, -0.57768], [-1.13956, -2.10649, -0.27127], [-0.07699, -1.47592, -1.16496], [-3.18819, -1.63865, 0.30005], [-2.55698, -0.48702, -0.90760], [-2.93009, -1.89262, -1.42787], [-1.34656, -3.21396, -0.55778], [-1.01226, -2.10945, 0.87365], [-0.46427, -0.40756, -1.25147], [0.04327, -1.84553, -2.16875], [0.85981, -1.41021, -0.68519]],
  "forces_ev_per_a": [[1.2, 1.5, -0.5], [-2.2, -0.7, 1.4], [-1.2, -0.2, 2.5], [2.1, -0.3, -0.5], [-3.2, -0.3, -0.9], [1.5, 1.1, -2.7], [2.6, -1.0, 2.0], [-0.2, 0.3, 1.5], [-0.1, 0.1, -0.2], [-0.1, -0.3, -0.3], [0.2, 0.0, -0.1], [0.7, -0.5, -0.7], [-0.3, 0.4, 0.3], [0.8, -0.4, 2.1], [-1.7, 0.1, -1.0], [0.1, 1.0, -2.2], [-1.9, -2.8, 2.4], [-1.1, -2.1, 0.1], [-1.4, 2.0, 0.5], [0.7, 0.5, -1.3], [0.7, 3.2, 0.1], [-0.5, -1.2, -0.8], [0.8, 1.6, 0.7], [0.5, 0.1, -2.1], [1.0, -1.4, -0.3], [-0.2, -0.6, -0.2], [1.3, 0.0, 0.4]]
}